(1)
Computed, not measured: 5 unconnected molecules or ions with the total composition C38H53N2O10S2, with ωB97M-V/def2-TZVPD.

Last column: Löwdin charge in e.
Cartesian coordinates (Å):
O: 4.69 -1.75 1.09  0.15
C: 3.96 -0.87 0.71  -0.44
O: 3.10 -0.28 1.60  0.10
C: 4.00 -0.47 -0.79  0.03
C: 3.80 -1.48 -1.86  0.08
C: 3.84 -1.05 -3.25  0.00
N: 4.04 0.27 -3.61  0.09
C: 4.25 1.27 -2.68  0.05
C: 4.25 0.93 -1.26  -0.10
C: 4.51 2.01 -0.18  -0.12
C: 3.19 2.84 0.12  -0.23
C: 1.86 2.09 -0.33  -0.48
S: 0.47 2.94 0.56  0.84
C: -0.59 1.49 1.02  -1.00
S: -0.58 1.00 2.57  0.78
N: -1.32 0.90 -0.09  -0.14
C: -2.64 1.48 -0.28  -0.22
C: -3.81 1.32 0.59  -0.01
C: -5.07 2.00 0.29  -0.05
C: -5.20 2.86 -0.89  -0.06
C: -4.05 3.05 -1.78  -0.07
C: -2.81 2.35 -1.46  -0.02
C: -1.30 -0.56 -0.08  -0.22
C: -0.44 -1.20 -1.10  -0.02
C: -0.26 -2.65 -1.22  -0.09
C: -1.00 -3.52 -0.29  -0.09
C: -1.86 -2.91 0.73  -0.06
C: -2.01 -1.45 0.84  -0.02
H: 2.92 -0.94 2.30  0.16
H: 3.63 -2.53 -1.54  0.14
H: 3.68 -1.84 -4.03  0.15
H: 4.06 0.47 -4.61  0.17
H: 4.41 2.33 -3.01  0.17
H: 4.87 1.57 0.80  0.12
H: 5.29 2.76 -0.51  0.13
H: 3.17 3.83 -0.41  0.11
H: 3.04 3.03 1.23  0.11
H: 1.86 1.01 0.01  0.06
H: 1.72 2.09 -1.45  0.07
H: -3.74 0.70 1.52  0.09
H: -5.95 1.88 0.96  0.10
H: -6.18 3.39 -1.07  0.08
H: -4.11 3.73 -2.67  0.10
H: -1.92 2.51 -2.12  0.10
H: 0.13 -0.54 -1.79  0.09
H: 0.42 -3.08 -1.99  0.09
H: -0.94 -4.63 -0.34  0.09
H: -2.38 -3.62 1.43  0.10
H: -2.64 -1.04 1.66  0.08
O: -0.90 0.51 5.84  0.06
C: 0.14 0.90 6.31  -0.54
O: 0.22 2.14 6.83  0.00
C: 1.35 2.63 7.56  -0.23
C: 2.42 3.17 6.63  -0.07
C: 1.38 0.05 6.24  0.01
H: 1.73 1.87 8.24  0.12
H: 0.97 3.45 8.18  0.12
H: 2.81 2.38 5.97  0.06
H: 3.25 3.59 7.20  0.08
H: 2.00 3.94 5.98  0.08
H: 1.84 0.16 5.26  0.09
H: 1.09 -0.99 6.38  0.07
H: 2.11 0.27 7.01  0.08
O: 2.34 -2.88 6.12  0.09
C: 1.85 -3.91 5.73  -0.52
O: 2.11 -4.35 4.48  0.00
C: 1.73 -5.64 3.98  -0.23
C: 0.30 -5.61 3.46  -0.06
C: 0.87 -4.68 6.58  0.02
H: 1.89 -6.41 4.73  0.12
H: 2.41 -5.86 3.16  0.12
H: -0.41 -5.38 4.25  0.07
H: 0.04 -6.58 3.03  0.09
H: 0.19 -4.85 2.69  0.07
H: -0.12 -4.23 6.48  0.10
H: 1.19 -4.60 7.62  0.10
H: 0.82 -5.74 6.35  0.07
O: 3.25 -3.97 -8.59  0.12
C: 4.32 -3.64 -8.16  -0.53
O: 4.50 -2.38 -7.70  -0.01
C: 5.67 -1.93 -7.01  -0.25
C: 6.75 -1.51 -7.98  -0.06
C: 5.50 -4.58 -8.21  0.01
H: 6.01 -2.69 -6.29  0.11
H: 5.36 -1.07 -6.42  0.10
H: 7.08 -2.35 -8.60  0.07
H: 7.62 -1.12 -7.44  0.09
H: 6.38 -0.74 -8.65  0.09
H: 5.95 -4.53 -9.21  0.10
H: 5.14 -5.59 -8.02  0.10
H: 6.26 -4.37 -7.46  0.07
O: -8.09 3.32 -0.31  0.08
C: -9.03 3.82 -0.88  -0.51
O: -9.08 3.80 -2.22  0.01
C: -10.22 4.21 -2.99  -0.23
C: -10.22 5.70 -3.21  -0.07
C: -10.10 4.55 -0.11  0.02
H: -11.15 3.85 -2.54  0.12
H: -10.13 3.70 -3.95  0.12
H: -10.29 6.25 -2.27  0.07
H: -11.06 6.00 -3.85  0.08
H: -9.30 6.02 -3.70  0.08
H: -9.75 5.57 0.10  0.10
H: -10.27 4.03 0.83  0.09
H: -11.06 4.59 -0.62  0.07

Calculated values
Net charge = +1
E_tot = -3137.6892 hartree
LUMO = -4.8 eV
2S+1 = 1
E_HOMO = -9.9644 eV

=====

(2)
Computed, not measured: a molecular structure, C38H54AsCaN4O6, with ωB97M-V/def2-TZVPD.

Last column: Löwdin charge in e.
Cartesian coordinates (Å):
Ca: -4.99 -0.09 2.57  1.38
C: -0.80 -2.68 -1.11  -0.09
C: -1.43 -1.36 -1.19  -0.36
C: -3.01 -1.41 -1.28  -0.03
C: -3.75 -0.28 -2.16  -0.55
C: -5.07 -0.03 -1.57  -0.06
C: -3.92 -0.76 -3.62  -0.05
N: -2.83 0.87 -2.19  0.01
C: -2.97 2.17 -2.80  -0.18
C: -3.96 3.06 -2.03  -0.18
N: -3.41 3.37 -0.73  -0.11
C: -4.37 3.37 0.29  -0.13
C: -4.74 4.19 1.25  -0.22
O: -4.91 4.76 2.23  0.15
O: -6.77 0.45 2.00  -0.65
C: -2.42 4.44 -0.58  -0.31
C: -3.01 5.92 -0.62  -0.02
C: -1.43 4.17 0.51  -0.12
C: -0.15 3.48 0.12  -0.56
C: 0.66 3.52 1.41  -0.06
C: 0.70 4.26 -0.90  -0.04
N: -0.52 2.14 -0.35  0.02
C: 0.51 1.23 -0.82  -0.16
C: 0.39 -0.14 -0.14  -0.17
N: -0.97 -0.65 -0.02  -0.13
C: -1.31 -0.89 1.29  -0.18
C: -1.58 0.42 2.01  -0.71
O: -2.72 0.89 1.95  -0.12
O: -0.61 1.11 2.35  -0.02
H: -0.87 -3.18 -0.02  0.12
H: 0.30 -2.69 -1.29  0.05
H: -1.15 -3.44 -1.87  0.08
H: -1.03 -0.80 -2.09  0.16
H: -3.34 -1.27 -0.26  0.08
H: -3.40 -2.43 -1.64  0.14
H: -5.36 -0.94 -1.04  0.09
H: -5.97 0.23 -2.21  0.11
H: -5.07 0.82 -0.94  0.04
H: -4.56 -0.07 -4.18  0.07
H: -4.47 -1.68 -3.53  0.06
H: -2.94 -0.98 -4.15  0.10
H: -2.58 1.01 -1.29  0.05
H: -7.65 0.81 2.20  -0.07
H: -3.27 2.12 -3.84  0.11
H: -2.06 2.74 -2.74  0.09
H: -4.87 2.51 -2.07  0.09
H: -4.24 3.98 -2.56  0.12
H: -3.88 -3.03 2.83  -0.06
H: -5.07 2.50 0.40  0.12
H: -1.97 4.39 -1.64  0.13
H: -2.97 6.33 0.39  0.07
H: -4.01 5.80 -0.87  0.04
H: -2.49 6.53 -1.38  0.08
H: -1.90 3.51 1.34  0.15
H: -1.23 5.10 1.02  0.11
H: 1.16 4.52 1.47  0.09
H: 1.35 2.69 1.43  0.06
H: -0.08 3.43 2.26  0.09
H: 0.16 4.46 -1.78  0.04
H: 1.54 3.66 -1.36  0.09
H: 1.31 5.14 -0.65  0.07
H: -1.06 1.78 0.43  0.07
H: 1.48 1.51 -0.38  0.10
H: 0.44 1.40 -1.88  0.10
H: 0.85 -0.15 0.84  0.09
H: 1.00 -0.85 -0.63  0.04
H: -0.64 -1.53 2.00  0.14
H: -2.26 -1.48 1.32  0.10
O: 2.18 -2.11 -0.35  -0.48
As: 3.57 -2.59 0.36  1.16
C: 3.08 -3.91 1.67  -0.24
C: 4.07 -4.69 2.45  -0.04
C: 3.56 -5.55 3.62  -0.12
C: 2.27 -5.58 4.00  -0.07
C: 1.44 -4.77 3.11  -0.11
C: 1.67 -3.96 2.11  -0.08
C: 4.60 -3.14 -1.06  -0.38
C: 5.68 -4.09 -0.56  -0.01
C: 6.60 -4.49 -1.82  -0.13
C: 6.43 -3.88 -2.94  -0.22
C: 5.41 -2.97 -3.36  0.00
C: 4.38 -2.82 -2.28  -0.11
C: 4.52 -1.02 1.18  -0.24
C: 3.79 0.15 1.63  -0.04
C: 4.45 1.24 2.28  -0.04
C: 5.84 1.16 2.37  -0.10
C: 6.56 0.08 1.93  -0.11
C: 5.93 -1.03 1.36  -0.10
H: 5.12 -4.65 1.83  0.09
H: 4.30 -6.32 4.06  0.12
H: 1.83 -6.02 4.96  0.13
H: 0.47 -4.73 3.33  0.06
H: 0.86 -3.49 1.67  0.07
H: 5.53 -4.95 0.22  0.09
H: 7.23 -5.48 -1.57  0.14
H: 7.13 -4.34 -3.86  0.15
H: 5.57 -2.03 -3.97  0.13
H: 3.53 -2.24 -2.57  0.11
H: 2.70 0.32 1.50  0.10
H: 3.86 2.06 2.59  0.09
H: 6.41 1.95 2.75  0.08
H: 7.58 0.16 2.12  0.08
H: 6.45 -2.03 0.96  0.12
O: -4.43 -2.18 2.76  -0.67

Calculated values
Net charge = -1
E_tot = -5063.8943 hartree
LUMO = 0.7 eV
2S+1 = 1
E_HOMO = -4.3147 eV
Energy relative to the best compared isomer or geometry (same formula, charge and spin) = 254.4 kJ/mol

=====

(3)
Computed, not measured: a molecular structure, C38H55Br3CaClN3O6Si, with ωB97M-V/def2-TZVPD.

Last column: Löwdin charge in e.
Cartesian coordinates (Å):
C: -1.88 -1.32 1.35  0.11
C: -1.79 -0.20 1.81  -0.06
C: -1.37 1.22 2.17  -0.19
O: -1.78 2.21 1.26  -0.10
C: -1.30 2.05 -0.08  -0.25
C: -2.32 1.33 -1.04  -0.15
C: -3.79 1.83 -0.81  -0.15
C: -4.50 0.96 0.29  -0.13
C: -6.07 0.96 0.16  -0.19
N: -6.51 -0.39 0.21  -0.14
C: -6.19 -1.32 -0.76  -0.15
C: -6.69 -2.58 -0.49  -0.03
C: -7.43 -2.36 0.78  -0.07
C: -7.31 -1.04 1.15  -0.08
C: 0.13 1.45 -0.22  -0.26
C: 1.14 2.45 0.47  -0.07
C: 2.21 1.63 1.27  -0.09
C: 2.57 2.36 2.59  -0.41
O: 2.71 3.55 2.67  0.13
N: 2.74 1.53 3.80  0.08
C: 3.97 0.77 3.63  -0.26
C: 5.20 1.33 4.06  -0.03
C: 6.39 0.60 3.86  -0.07
C: 6.31 -0.68 3.21  -0.09
C: 5.11 -1.25 2.78  -0.08
C: 3.93 -0.51 3.00  -0.04
O: 0.47 1.46 -1.61  -0.10
C: 0.49 0.14 -2.16  -0.37
C: 1.79 -0.65 -1.81  -0.10
C: 1.50 -1.97 -1.00  -0.25
O: 1.88 -1.85 0.39  -0.24
Si: 1.76 -3.36 1.14  0.39
C: 3.32 -4.39 0.73  -0.17
C: 1.71 -3.22 3.04  -0.18
C: 0.21 -4.35 0.62  -0.23
C: 0.19 0.29 -3.68  -0.65
Br: 1.79 0.86 -4.70  0.68
C: -0.56 -0.92 -4.34  -0.77
C: -0.31 -2.30 -3.68  -0.17
Br: -2.51 -0.54 -4.09  0.68
H: -2.15 -2.32 1.04  0.04
H: -0.29 1.27 2.43  0.12
H: -1.89 1.44 3.12  0.14
H: -1.23 3.08 -0.51  0.17
H: -2.25 0.23 -0.96  0.08
H: -2.02 1.60 -2.06  0.09
H: -4.34 1.85 -1.76  0.10
H: -3.70 2.86 -0.42  0.12
H: -4.18 1.35 1.28  0.12
H: -4.09 -0.06 0.22  0.09
H: -6.43 1.61 -0.87  -0.10
H: -6.47 1.45 1.07  0.14
H: -5.57 -0.94 -1.58  0.11
H: -6.55 -3.48 -1.09  0.10
H: -7.97 -3.15 1.30  0.09
H: -7.75 -0.56 2.02  0.12
H: 0.24 0.42 0.17  0.13
H: 1.67 3.05 -0.28  0.14
H: 0.58 3.09 1.19  0.12
H: 3.15 1.48 0.71  0.11
H: 1.82 0.63 1.56  0.09
H: 1.99 0.84 3.78  0.10
H: 5.18 2.32 4.53  0.12
H: 7.35 1.01 4.19  0.11
H: 7.24 -1.25 3.04  0.10
H: 5.03 -2.22 2.28  0.09
H: 2.93 -0.85 2.68  0.07
H: -0.36 -0.41 -1.72  0.12
H: 2.40 -0.95 -2.68  0.09
H: 2.41 -0.02 -1.14  0.12
H: 2.09 -2.79 -1.47  0.12
H: 0.42 -2.19 -1.06  0.08
H: 3.22 -5.00 -0.18  0.04
H: 3.57 -5.01 1.62  0.02
H: 4.14 -3.64 0.62  0.04
H: 1.07 -2.33 3.27  0.04
H: 2.73 -3.12 3.45  0.04
H: 1.17 -4.10 3.45  -0.05
H: -0.04 -4.24 -0.45  0.05
H: -0.70 -4.09 1.21  0.03
H: 0.35 -5.46 0.77  -0.14
H: -0.49 1.15 -3.77  0.06
H: -0.40 -0.98 -5.49  -0.22
H: 0.76 -2.55 -3.55  0.08
H: -0.77 -3.06 -4.33  0.08
H: -0.87 -2.36 -2.72  0.05
Ca: 0.61 -6.60 2.45  0.84
Br: 0.45 -1.20 -7.16  -0.11
C: -9.31 4.14 -2.57  0.03
N: -8.09 3.87 -1.77  -0.55
O: -7.02 3.96 -2.34  -0.03
O: -8.25 3.59 -0.60  0.01
H: -9.01 4.37 -3.59  0.10
H: -9.92 3.24 -2.55  0.09
H: -9.82 4.98 -2.12  0.10
C: 5.80 0.76 -0.38  -0.09
C: 6.57 0.78 -1.53  -0.09
C: 7.53 1.77 -1.70  -0.09
C: 7.73 2.72 -0.71  -0.09
C: 6.96 2.69 0.45  -0.08
C: 5.99 1.71 0.61  -0.10
H: 5.04 -0.01 -0.25  0.09
H: 6.41 0.04 -2.30  0.10
H: 8.13 1.79 -2.60  0.10
H: 8.49 3.48 -0.84  0.10
H: 7.12 3.43 1.22  0.10
H: 5.39 1.68 1.51  0.07
Cl: -7.24 1.32 -2.16  0.43

Calculated values
E_tot = -11245.5169 hartree
LUMO = -5.0 eV
2S+1 = 1
E_HOMO = -6.3159 eV

=====

(4)
Computed, not measured: a molecular structure, C38H55IrO10P2Sb3Si, with ωB97M-V/def2-TZVPD.

Last column: Löwdin charge in e.
Cartesian coordinates (Å):
Ir: 0.19 -0.50 0.39  1.38
C: 5.09 -3.16 -0.86  -0.31
Sb: 3.74 -1.49 -1.02  1.45
C: 5.07 -0.07 -0.13  -0.29
C: 5.34 -0.72 -3.36  -0.03
C: 4.91 -1.64 -4.32  -0.29
C: 5.47 -2.95 -4.32  -0.06
C: 5.03 -3.92 -5.18  -0.08
C: 4.01 -3.63 -6.09  -0.07
C: 3.47 -2.35 -6.14  -0.06
C: 3.90 -1.33 -5.29  -0.29
C: 3.29 0.01 -5.38  -0.33
Sb: 1.88 0.47 -3.74  1.33
C: 0.95 -1.47 -3.75  -0.32
C: 0.50 1.43 -5.08  -0.34
H: 6.12 -2.82 -0.99  0.00
H: 4.85 -3.91 -1.62  0.00
H: 4.98 -3.59 0.13  0.00
H: 6.09 -0.46 -0.10  0.01
H: 4.72 0.10 0.89  0.00
H: 5.05 0.87 -0.67  0.00
H: 6.19 -0.96 -2.73  0.06
H: 4.99 0.31 -3.35  0.04
H: 6.25 -3.17 -3.61  0.11
H: 5.47 -4.91 -5.16  0.10
H: 3.65 -4.39 -6.77  0.10
H: 2.70 -2.12 -6.87  0.12
H: 2.74 0.12 -6.32  0.06
H: 4.05 0.80 -5.33  0.06
H: 0.20 -1.52 -4.54  0.01
H: 0.48 -1.67 -2.79  -0.02
H: 1.70 -2.23 -3.93  -0.01
H: 0.08 0.71 -5.78  0.00
H: 1.02 2.21 -5.65  0.00
H: -0.31 1.89 -4.50  -0.01
O: 2.58 -4.37 0.99  -0.08
P: 1.92 -2.94 1.21  0.18
O: 0.73 -2.72 0.32  -0.39
O: 3.04 -1.92 0.98  -0.50
O: 1.54 -2.94 2.73  -0.23
P: 1.15 -1.54 3.55  0.21
O: 2.57 -0.82 3.66  -0.10
O: 0.61 -1.89 4.86  -0.24
O: 0.28 -0.78 2.57  -0.54
H: 2.30 -5.04 1.62  0.10
H: 2.98 -0.70 2.79  0.05
C: 2.78 3.27 -0.93  -0.17
Si: 1.89 2.36 0.45  0.28
C: 0.23 3.18 0.72  -0.16
C: 2.91 2.49 2.01  -0.15
O: 1.69 0.77 0.04  -0.56
H: 3.00 4.29 -0.61  0.04
H: 2.15 3.31 -1.82  0.01
H: 3.72 2.79 -1.21  0.01
H: 0.33 4.09 1.31  0.05
H: -0.45 2.51 1.27  -0.04
H: -0.25 3.41 -0.23  0.04
H: 2.91 3.52 2.37  0.04
H: 3.96 2.21 1.83  0.02
H: 2.53 1.86 2.82  0.01
C: -2.82 -0.47 -2.69  -0.05
O: -2.12 -0.72 -1.46  -0.16
C: -1.05 0.07 -1.22  -0.65
O: -0.81 1.02 -1.92  -0.05
H: -3.36 -1.38 -2.92  0.09
H: -2.11 -0.22 -3.48  0.08
H: -3.51 0.36 -2.56  0.09
C: -0.04 1.73 4.20  -0.06
C: -1.36 2.45 4.26  -0.28
C: -1.53 3.46 5.21  -0.05
C: -2.72 4.15 5.33  -0.08
C: -3.78 3.84 4.50  -0.08
C: -3.63 2.84 3.55  -0.15
C: -2.44 2.13 3.43  -0.29
Sb: -2.38 0.55 1.96  1.65
C: -3.66 -0.87 2.94  -0.31
C: -4.79 -0.36 3.57  -0.12
C: -5.70 -1.19 4.19  -0.08
C: -5.49 -2.56 4.18  -0.08
C: -4.36 -3.08 3.55  -0.04
C: -3.43 -2.25 2.93  -0.30
C: -2.23 -2.87 2.27  -0.06
C: -3.79 1.46 0.62  -0.32
C: -3.58 2.81 0.35  -0.14
C: -4.42 3.52 -0.49  -0.08
C: -5.50 2.87 -1.07  -0.08
C: -5.70 1.52 -0.84  -0.06
C: -4.85 0.78 -0.01  -0.30
C: -5.10 -0.70 0.11  -0.05
H: 0.75 2.33 4.65  0.09
H: 0.24 1.49 3.18  0.02
H: -0.09 0.78 4.75  0.08
H: -0.69 3.71 5.85  0.11
H: -2.81 4.94 6.08  0.10
H: -4.72 4.38 4.58  0.10
H: -4.46 2.64 2.89  0.09
H: -4.97 0.71 3.59  0.08
H: -6.58 -0.78 4.68  0.10
H: -6.19 -3.23 4.65  0.10
H: -4.20 -4.15 3.54  0.11
H: -2.39 -3.94 2.11  0.09
H: -1.35 -2.75 2.90  0.06
H: -2.01 -2.42 1.29  0.04
H: -2.75 3.33 0.81  0.09
H: -4.24 4.57 -0.69  0.10
H: -6.18 3.41 -1.73  0.10
H: -6.53 1.01 -1.32  0.11
H: -5.57 -1.07 -0.79  0.08
H: -5.76 -0.92 0.95  0.08
H: -4.17 -1.26 0.26  0.06

Calculated values
E_tot = -4030.8459 hartree
LUMO (spin up / spin down) = 0.4 / -1.9 eV
2S+1 = 6
<S²> = 8.80
E_HOMO (spin up / spin down) = -7.1614 / -8.1361 eV
Energy relative to the best compared isomer or geometry (same formula, charge and spin) = 50.7 kJ/mol